(1)
Molecular formula: C36H40B2F3NO9SV
Method: DFT, ωB97M-V/def2-TZVPD

Atoms and positions in Å:
V  -6.31879  -2.02865  4.55184
S  1.91570  5.10886  1.34440
F  -0.77349  2.54646  5.30108
F  1.20180  1.72582  5.46077
F  -0.25167  0.82667  4.06165
O  -2.24954  -4.25169  -0.85235
O  -2.24266  -4.39035  3.56691
O  5.70759  -0.85239  0.70676
O  -2.95172  2.46937  2.23008
O  -6.55200  -1.51286  6.10420
O  -2.87921  2.00971  -2.43218
O  6.49752  -2.83995  -0.09820
O  -1.35730  -2.19835  3.41385
O  -6.24347  -2.58478  2.94128
N  -4.36092  -3.66345  -1.95074
C  0.72158  4.07356  0.46346
C  0.89386  -1.02416  -4.65154
C  3.86757  1.74799  0.01228
C  1.96854  4.56439  -1.64172
C  0.79420  3.89184  -0.92850
C  -2.26990  1.70595  -1.43231
C  -3.04228  -1.88209  -0.42121
C  -1.21398  2.71465  0.55472
C  3.62703  0.19641  -0.10892
C  0.77178  2.88508  3.48286
C  1.87076  -0.11005  -4.28543
C  0.20604  1.55240  -3.65090
C  1.52644  1.13218  -3.80242
C  -3.43312  -2.81652  1.91766
C  -0.15272  2.95302  -3.14550
C  -3.12319  -1.71129  0.98948
C  -2.90470  -0.43423  1.58839
C  -0.17190  3.12474  -1.62171
C  -2.32250  1.99839  1.30885
C  6.06731  -2.17232  0.81329
C  4.90688  -0.58224  -0.44766
C  -0.76010  0.62750  -4.02743
C  0.20979  1.99022  4.57935
C  -4.04944  -4.84701  -2.78988
C  -5.45582  -4.01757  -0.99262
C  -0.29801  3.48676  1.24479
C  -0.42335  -0.62687  -4.51932
C  5.94883  -2.75367  2.18625
C  -2.78749  -0.79256  -1.22647
C  5.91031  -4.07480  2.47812
C  -2.61750  0.60349  0.76906
C  -0.33774  3.71582  2.73589
C  -1.16171  2.55614  -0.83300
C  3.39279  2.39463  -1.30201
C  -2.57360  0.45079  -0.62589
C  3.34830  3.94816  -1.28480
B  -2.27898  -3.11824  2.99111
B  -3.23513  -3.30834  -1.11781
H  5.48826  -0.05243  -1.22020
H  2.42553  1.94959  -1.55671
H  4.10631  2.07720  -2.08181
H  -1.82516  0.85004  -3.99052
H  2.00860  5.62405  -1.34342
H  3.12256  -0.21149  0.77987
H  -1.22717  -1.30626  -4.80951
H  6.64275  -4.48614  3.18410
H  -4.32253  -2.44163  2.52209
H  2.33509  1.81790  -3.56326
H  2.93882  -0.00938  -0.94765
H  1.81968  4.58446  -2.72630
H  3.30590  2.06894  0.90196
H  -1.45187  -3.77678  -0.58060
H  4.04413  4.29574  -2.06563
H  -1.29903  3.48981  3.20104
H  -1.17731  3.14887  -3.49229
H  1.32490  2.29386  2.74171
H  -0.12756  4.76477  2.97351
H  1.46801  3.57712  3.97186
H  -1.25241  -2.33968  4.36826
H  -1.91139  -5.00198  2.89298
H  5.89497  -2.04237  3.02301
H  -3.20656  -4.63668  -3.45748
H  -5.84000  -3.06520  -0.59503
H  -3.84831  -5.73876  -2.17266
H  2.91540  -0.39329  -4.41063
H  4.94497  1.85488  0.19775
H  -3.77749  -3.72342  1.40961
H  1.10327  -2.00695  -5.06726
H  -5.08787  -4.61113  -0.13461
H  -2.71218  -0.86167  -2.31071
H  -2.96819  -0.31976  2.66836
H  0.48060  3.67464  -3.66659
H  4.58316  -1.51625  -0.93377
H  -6.23058  -4.58398  -1.51744
H  3.76320  4.30126  -0.33841
H  2.76750  4.17956  1.83642
H  5.16067  -4.77660  2.10334
H  -4.93945  -5.05744  -3.40121

Values from the calculation:
Total charge: +1
E in eV: -103915.272
Largest force on an atom in hartree/bohr: 0.046
E_HOMO in eV: -10.61

(2)
Molecular formula: C21H20ClNOPY
Method: DFT, ωB97M-V/def2-TZVPD

Atoms and positions in Å:
Y  0.09389  -2.24673  -0.27373
Cl  -2.61670  -1.76108  -0.36872
P  -0.40277  0.51301  0.58788
O  0.94527  -3.65930  -1.68930
N  2.65983  -4.91962  -2.32104
C  -4.33566  0.27469  -0.69625
C  1.64447  -0.01329  -1.04843
C  1.00051  2.62997  1.81835
C  -2.52595  2.32491  0.05510
C  -4.68743  1.57957  -0.60164
C  -3.00971  0.03716  -0.35404
C  1.27007  -3.77718  1.01475
C  -2.09454  0.98615  0.08518
C  -0.35006  2.48450  4.22485
C  -0.04586  1.72113  1.90516
C  0.57271  3.48208  4.02606
C  0.57176  0.83376  -0.91653
C  0.74051  1.48275  -3.21420
C  1.73519  0.52384  -3.39760
C  2.18176  -4.69393  0.13149
C  2.24648  -0.19306  -2.34048
C  0.12159  1.60254  -1.99590
C  1.98796  -4.39941  -1.30980
C  -0.75007  1.61600  3.17693
C  1.24637  3.50620  2.81050
C  -3.82124  2.61892  -0.24491
H  2.52584  -4.43498  -3.21530
H  0.31943  2.00184  -4.03209
H  1.56287  2.61811  0.88186
H  -0.99676  2.48214  5.10342
H  -0.71252  2.26509  -1.84497
H  -5.69591  1.81983  -0.83070
H  3.15193  -0.82102  -2.49346
H  1.83379  -3.43456  1.87930
H  2.21628  0.37870  -4.32675
H  -5.00524  -0.47661  -1.03901
H  2.12162  -0.55562  -0.19537
H  1.91160  -5.77977  0.23944
H  3.23554  -4.64819  0.42000
H  0.48168  -4.43187  1.48304
H  -4.24576  3.59113  -0.10823
H  2.02531  4.30749  2.57678
H  -1.85877  3.09733  0.45796
H  3.48767  -5.54207  -2.15374
H  0.77408  4.23755  4.78789
H  -1.51107  0.77187  3.34622

Values from the calculation:
Total charge: +2
E in eV: -48479.393
Energy relative to the best compared isomer or geometry (same formula, charge and spin) in kcal per mole: 1.9
Largest force on an atom in hartree/bohr: 0.069
E_HOMO in eV: -14.35